# 1
Molecular formula: C2H4BrOP
Method: DFT, ωB97M-V/def2-TZVPD

Structure (XYZ):
```
9
Properties=species:S:1:pos:R:3:forces:R:3
Br 3.5884 -0.1610 -0.3141 -1.73 0.02 0.74
P 0.7667 0.1308 1.1370 0.38 -0.62 -0.06
O -0.1256 2.4078 -0.2159 -1.44 -0.32 0.38
C -0.4790 -0.8294 0.1710 -0.36 0.32 1.43
C 0.7459 1.7304 0.2423 1.19 0.74 -1.33
H -1.2620 -0.2841 -0.3571 0.37 0.24 -0.01
H -0.9260 -1.6546 0.7516 0.35 0.45 -0.06
H 0.2412 -1.2460 -0.4752 0.54 -0.94 -1.55
H 1.7615 2.0433 0.0025 0.70 0.11 0.46
```
Positions in Å, forces in eV/Å.

Output
- molecular weight (g/mol) = 154.9
- DFT total energy (Ha) = -3069.12044

Charges obtained by Mulliken population analysis, quoted in units of e: -0.325, 0.159, -0.389, -0.764, 0.108, 0.327, 0.308, 0.268, 0.307

# 2
Molecular formula: C2H4BrP
Method: DFT, ωB97M-V/def2-TZVPD

Structure (XYZ):
```
8
Properties=species:S:1:pos:R:3:forces:R:3
Br -2.3481 -0.0110 0.8972 -0.01 -0.03 -0.06
P -0.0714 0.3198 -1.4869 -0.37 -0.24 -0.24
C -0.6265 0.2378 0.2342 1.37 1.19 1.12
C 0.3391 -0.8354 -0.0696 -0.12 0.02 0.21
H 1.3335 -0.7648 0.3502 -0.02 0.07 0.05
H -0.0272 -1.8564 -0.1146 -0.10 0.06 -0.13
H 0.4161 1.7054 1.4353 -0.96 -1.26 -1.00
H 0.9845 1.2047 -1.2459 0.22 0.19 0.05
```
Positions in Å, forces in eV/Å.

Output
- molecular weight (g/mol) = 138.9
- DFT total energy (Ha) = -2993.77709

Charges obtained by Mulliken population analysis, quoted in units of e: -0.081, -0.023, -0.139, -0.456, 0.217, 0.326, 0.100, 0.058

# 3
Molecular formula: C2H4BrP
Method: DFT, ωB97M-V/def2-TZVPD

Structure (XYZ):
```
8
Properties=species:S:1:pos:R:3:forces:R:3
Br 0.7924 -1.6288 2.8301 1.20 -0.60 0.76
P -1.0212 -0.9173 1.9337 0.70 0.42 -3.39
C -0.3329 -0.3141 0.1275 -2.29 0.07 -0.57
C 0.6813 -0.2316 -0.7676 0.42 -1.01 1.83
H 1.7867 -0.5055 -0.6403 -1.90 0.34 0.01
H 0.3165 0.0554 -1.7391 0.54 0.32 -0.33
H -1.3182 0.0486 -0.3818 1.47 -0.65 1.03
H -0.8431 0.3828 2.3102 -0.15 1.09 0.65
```
Positions in Å, forces in eV/Å.

Output
- molecular weight (g/mol) = 138.9
- DFT total energy (Ha) = -2993.91291
- SMILES string = C=CPBr

Charges obtained by Mulliken population analysis, quoted in units of e: -0.134, 0.124, -0.288, -0.389, 0.228, 0.229, 0.145, 0.085

# 4
Molecular formula: C2H4BrP
Method: DFT, ωB97M-V/def2-TZVPD

Structure (XYZ):
```
8
Properties=species:S:1:pos:R:3:forces:R:3
Br -4.5163 0.5433 1.8762 -0.48 0.76 0.25
P 1.4942 -0.9283 1.7114 -0.18 0.24 -0.87
C 1.3546 0.2384 -1.0874 1.20 -0.87 0.63
C 1.3849 -0.3629 0.2761 0.62 0.50 0.34
H 1.1883 1.3084 -1.0812 -0.35 0.13 0.17
H 0.5635 -0.3059 -1.5727 -0.30 0.15 -0.81
H 2.3340 0.0916 -1.6259 -0.99 -0.14 0.54
H -3.8032 -0.5846 1.5035 0.49 -0.76 -0.25
```
Positions in Å, forces in eV/Å.

Output
- molecular weight (g/mol) = 138.9
- DFT total energy (Ha) = -2993.90601
- SMILES string = CC#P.Br

Charges obtained by Mulliken population analysis, quoted in units of e: -0.198, -0.406, -0.563, 0.245, 0.259, 0.228, 0.239, 0.196

# 5
Molecular formula: C2H4CaO2
Method: DFT, ωB97M-V/def2-TZVPD

Structure (XYZ):
```
9
Properties=species:S:1:pos:R:3:forces:R:3
Ca 2.1608 0.5153 -0.1539 2.81 0.89 -0.23
O 0.7900 -1.0497 -0.0936 -0.24 -1.50 -0.29
O 0.2691 1.3989 0.1527 0.03 1.17 0.60
C -0.5656 -0.7128 -0.1252 0.66 0.87 -2.14
C -0.8353 0.6159 -0.0676 -2.26 -3.06 2.59
H -1.6050 0.2991 0.8103 0.00 2.22 -1.56
H 0.9556 -1.9969 -0.1697 -0.23 -0.52 -0.03
H -1.2321 -1.4025 -0.6401 -0.24 -0.30 1.02
H 0.0625 2.3326 0.2872 -0.54 0.25 0.05
```
Positions in Å, forces in eV/Å.

Output
- molecular weight (g/mol) = 100.1
- DFT total energy (Ha) = -905.98486
- total charge = +2

Charges obtained by Mulliken population analysis, quoted in units of e: 1.706, -0.560, -0.536, 0.095, -0.247, 0.339, 0.387, 0.418, 0.399

# 6
Molecular formula: C2H4Cl2
Method: DFT, ωB97M-V/def2-TZVPD

Structure (XYZ):
```
8
Properties=species:S:1:pos:R:3:forces:R:3
Cl 0.2533 2.0141 -1.0373 -0.67 -2.22 0.85
Cl -0.2034 -1.9762 0.8248 0.24 -1.55 0.25
C 0.2755 -0.3208 0.8934 -7.47 3.06 1.33
C -0.3904 0.2779 -0.4957 4.70 -1.85 0.38
H -1.4887 0.2984 -0.6649 1.13 -0.52 0.32
H 1.2521 -0.1084 0.9523 3.61 0.39 -0.01
H 0.3771 -0.6527 -0.8850 -2.92 3.09 -1.67
H -0.2996 0.0763 1.8252 1.39 -0.38 -1.45
```
Positions in Å, forces in eV/Å.

Output
- molecular weight (g/mol) = 99.0
- DFT total energy (Ha) = -998.90938
- SMILES string = ClCCCl

Charges obtained by Mulliken population analysis, quoted in units of e: -0.228, -0.139, -0.481, -0.368, 0.328, 0.366, 0.250, 0.272

# 7
Molecular formula: C2H4Cl2
Method: DFT, ωB97M-V/def2-TZVPD

Structure (XYZ):
```
8
Properties=species:S:1:pos:R:3:forces:R:3
Cl -1.4498 0.9162 0.4760 -1.43 -0.41 -0.65
Cl 1.1495 1.5779 1.3912 1.36 0.42 0.79
C -0.7439 -0.4931 -0.2478 0.12 -0.22 -0.28
C 0.3743 -0.4599 -0.9551 -0.19 0.05 0.00
H 0.7652 -1.3774 -1.3821 -0.08 0.08 0.07
H -1.3139 -1.3958 -0.0600 0.08 0.12 -0.01
H 0.2964 0.7710 1.9036 0.28 0.14 0.07
H 0.9222 0.4611 -1.1259 -0.13 -0.19 0.01
```
Positions in Å, forces in eV/Å.

Output
- molecular weight (g/mol) = 99.0
- DFT total energy (Ha) = -998.94292
- SMILES string = C=CCl.Cl

Charges obtained by Mulliken population analysis, quoted in units of e: -0.181, -0.272, -0.278, -0.346, 0.241, 0.320, 0.272, 0.244

# 8
Molecular formula: C2H4Cl2F6MgN3O12S6
Method: DFT, ωB97M-V/def2-TZVPD

Structure (XYZ):
```
36
Properties=species:S:1:pos:R:3:forces:R:3
Cl -6.2142 18.1223 -1.2245 0.60 0.17 0.37
Cl -7.9594 18.8024 1.4480 0.06 -0.14 0.29
S -7.1436 20.6412 -6.1340 -2.09 2.03 -0.26
S -7.6790 15.4203 -3.3045 -3.75 1.10 2.90
S -5.8221 15.9642 -4.7397 5.43 1.20 -2.80
S -9.0066 21.1841 -2.1736 3.80 1.38 0.25
S -10.2839 19.4715 -3.3242 -2.35 -4.48 -3.67
S -5.4388 20.9616 -4.3939 2.31 1.43 2.96
Mg -7.4328 18.5273 -3.5480 1.39 1.54 -0.96
F -8.6225 16.3635 -2.3826 -0.14 0.04 -0.35
F -9.9683 18.0558 -4.0486 0.28 -0.53 -0.05
F -5.1644 17.2085 -5.4778 -0.65 -0.01 -0.06
F -5.1056 21.8888 -3.1367 0.09 -0.14 -0.81
F -8.5250 21.3847 -6.2466 0.32 -0.45 -0.56
F -7.6482 21.1406 -1.3435 -0.52 -0.16 -0.38
O -6.2911 15.1124 -5.7956 -0.33 0.52 1.18
O -10.7184 20.2024 -4.4739 -0.16 0.85 1.27
O -8.8026 22.1937 -3.1617 -0.65 -0.41 0.82
O -6.9756 14.7337 -2.2715 0.82 0.03 -0.89
O -7.5232 19.3520 -5.5596 0.51 0.58 -0.81
O -4.2636 20.9249 -5.1951 -0.03 -0.61 0.37
O -6.5503 20.6744 -7.4507 -0.53 -0.12 2.07
O -8.6002 14.6995 -4.1199 1.01 0.72 -0.10
O -11.1760 19.0599 -2.2922 0.35 0.86 0.04
O -10.0118 21.3015 -1.1671 0.28 -0.64 -0.94
O -5.8495 19.7720 -3.6707 0.58 -0.95 0.23
O -4.6927 15.5245 -3.9490 -1.88 0.04 -0.17
N -6.6168 21.7717 -4.9480 -1.03 -2.30 -3.01
N -6.9361 16.8131 -3.9537 0.20 -6.69 -0.57
N -8.7567 19.6533 -2.9758 -3.51 4.95 3.96
C -7.7744 17.1377 0.7945 0.37 1.05 -0.93
C -6.4077 16.9792 0.1119 -1.02 -0.68 1.19
H -8.5411 17.1002 0.0249 -0.15 -0.48 0.20
H -5.6212 17.1442 0.8442 0.18 0.26 -0.24
H -7.9244 16.4306 1.6028 0.03 -0.09 -0.07
H -6.3560 15.9437 -0.2213 0.18 0.16 -0.49
```
Positions in Å, forces in eV/Å.

Output
- molecular weight (g/mol) = 663.7
- DFT total energy (Ha) = -5254.68793
- total charge = -1

Charges obtained by Mulliken population analysis, quoted in units of e: -0.050, -0.192, 0.980, 0.834, 0.890, 0.928, 0.878, 0.901, 1.988, -0.284, -0.379, -0.276, -0.290, -0.207, -0.236, -0.561, -0.567, -0.528, -0.538, -0.742, -0.568, -0.540, -0.543, -0.566, -0.543, -0.865, -0.588, -0.301, 0.425, 0.241, -0.332, -0.527, 0.124, 0.431, 0.415, 0.188